(1)
Molecular formula: C21H23N3O6
Method: DFT, ωB97M-V with the def2-TZVPD basis set

```
! wB97M-V def2-TZVPD RIJCOSX def2/J DEFGRID3
* xyz 0 1
C 4.6375 -2.8609 -3.7961
O 4.0095 -3.0433 -2.5379
C 4.5834 -2.4051 -1.5008
O 5.5697 -1.7251 -1.6190
C 3.8298 -2.6440 -0.2447
C 2.4667 -2.9029 -0.2958
C 1.7268 -3.1013 0.8599
C 0.2380 -3.3165 0.7824
N -0.4649 -2.0482 0.7589
C -1.0077 -1.5488 -0.3771
O -1.0149 -2.1638 -1.4274
C -1.6278 -0.1990 -0.2575
C -1.8365 0.5290 -1.4390
C -2.4589 1.7467 -1.4326
C -2.9389 2.3346 -0.2369
N -3.7286 3.4246 -0.2806
C -4.6076 3.8696 0.7803
C -5.6763 4.6915 0.0673
C -4.8875 5.3032 -1.0847
C -3.9974 4.1418 -1.5154
C -2.6052 1.6491 0.9597
N -2.7058 2.2351 2.2503
O -2.9017 1.5012 3.2058
O -2.5122 3.4386 2.3482
C -2.0124 0.3852 0.9302
C 2.3768 -3.0283 2.0841
C 3.7345 -2.7791 2.1591
C 4.4859 -2.5825 1.0015
O 5.8147 -2.3653 0.9856
C 6.5140 -2.2798 2.2040
H 5.6766 -3.1948 -3.7544
H 4.0717 -3.4574 -4.5072
H 4.6211 -1.8064 -4.0804
H 1.9767 -2.9401 -1.2563
H -0.1125 -3.8980 1.6409
H -0.0282 -3.8315 -0.1432
H -0.3469 -1.4519 1.5613
H -1.5077 0.0872 -2.3673
H -2.6079 2.2578 -2.3684
H -4.0570 4.4900 1.5004
H -5.0220 3.0122 1.3201
H -6.4637 4.0416 -0.3173
H -6.1241 5.4357 0.7210
H -4.2778 6.1304 -0.7211
H -5.5189 5.6601 -1.8950
H -4.5309 3.4959 -2.2244
H -3.0654 4.4787 -1.9755
H -1.8610 -0.0937 1.8867
H 1.8188 -3.1757 2.9982
H 4.2043 -2.7377 3.1288
H 6.1429 -1.4583 2.8248
H 6.4600 -3.2176 2.7669
H 7.5489 -2.0830 1.9298
*
```

SMILES: COC(=O)c1cc(CNC(=O)c2ccc(N3CCCC3)c([N+](=O)[O-])c2)ccc1OC
Orbital gap, eV: 8.08
Largest force on an atom, eV Å⁻¹: 1.25
ΔE to the lowest compared entry with this formula, charge and spin, kJ/mol: 400.6
E, eV: -38903.2308
LUMO level, eV: -0.187

Löwdin population analysis, charges in e, atoms 1 to 2:
1. C -0.05
2. O -0.04



(2)
Molecular formula: C21H23NO4
Method: DFT, ωB97M-V with the def2-TZVPD basis set

```
! wB97M-V def2-TZVPD RIJCOSX def2/J DEFGRID3
* xyz 0 1
C -4.2618 -1.5217 1.3821
C -3.1644 -0.4589 1.3949
C -3.5718 0.7369 0.5394
C -2.8733 -0.0537 2.8437
C -1.6761 0.9072 2.9733
N -0.4626 0.3313 2.4476
C 0.1501 0.8518 1.3587
O -0.3388 1.6718 0.6219
O 1.3773 0.3061 1.2060
C 2.0766 0.6451 0.0171
C 2.2510 -0.5747 -0.9038
C 2.8257 -0.1241 -2.2221
C 4.0508 0.4498 -2.4848
C 4.3469 0.8210 -3.7901
C 3.4277 0.6258 -4.8092
C 2.1941 0.0499 -4.5520
C 1.8954 -0.3257 -3.2528
C 0.7177 -0.9697 -2.6927
C -0.4497 -1.4087 -3.2941
C -1.3954 -2.0536 -2.5136
C -1.1748 -2.2667 -1.1621
C -0.0101 -1.8191 -0.5515
C 0.9272 -1.1618 -1.3188
C -1.4782 1.2347 4.4416
O -0.5691 0.8248 5.1127
O -2.4515 2.0072 4.9235
H -4.4579 -1.8495 0.3642
H -3.9720 -2.3888 1.9720
H -5.1847 -1.1191 1.7945
H -2.2536 -0.8876 0.9682
H -4.3932 1.2806 1.0019
H -2.7328 1.4111 0.3943
H -3.8938 0.3962 -0.4417
H -3.7497 0.4361 3.2718
H -2.6594 -0.9507 3.4304
H -1.8843 1.8274 2.4191
H 0.0906 -0.2215 3.0872
H 1.5176 1.4270 -0.5086
H 3.0554 1.0320 0.3146
H 2.8796 -1.3126 -0.3964
H 4.7728 0.6044 -1.6962
H 5.3045 1.2679 -4.0134
H 3.6786 0.9251 -5.8165
H 1.4816 -0.1027 -5.3488
H -0.6178 -1.2586 -4.3501
H -2.3117 -2.4058 -2.9651
H -1.9154 -2.7943 -0.5789
H 0.1599 -1.9931 0.5011
H -2.3143 2.1823 5.8687
*
```

SMILES: CC(C)C[C@H](NC(=O)OCC1c2ccccc2-c2ccccc21)C(=O)O
Orbital gap, eV: 8.91
Largest force on an atom, eV Å⁻¹: 0.66
ΔE to the lowest compared entry with this formula, charge and spin, kJ/mol: 0.0
E, eV: -31832.7190
LUMO level, eV: 0.628

Löwdin population analysis, charges in e, atoms 1 to 2:
1. C -0.08
2. C -0.43



(3)
Molecular formula: C21H24CdF5N3O2S5Se
Method: DFT, ωB97M-V with the def2-TZVPD basis set

```
! wB97M-V def2-TZVPD RIJCOSX def2/J DEFGRID3
* xyz -2 1
Cd -1.4207 -0.7167 -1.8420
C -1.9525 3.6832 -0.4623
C -0.9357 4.4297 -1.3386
S -0.0523 3.3410 -2.5042
C 1.5047 4.2643 -2.5770
C 2.5202 3.5103 -3.4448
S 2.5683 1.7017 -3.3037
C 3.6396 1.4418 -1.8730
C 3.1112 1.9043 -0.5231
S 1.6726 0.9456 0.0076
C 0.8222 2.2245 0.9693
C -0.6303 1.8388 1.1752
S -1.6246 1.9242 -0.3287
H -2.9608 3.7179 -0.8794
H -1.9901 4.0993 0.5447
H -0.1819 4.8934 -0.6967
H -1.4432 5.2275 -1.8817
H 1.8834 4.4164 -1.5619
H 1.3339 5.2524 -3.0144
H 3.5252 3.9086 -3.2813
H 2.2705 3.6719 -4.4941
H 4.6096 1.9116 -2.0633
H 3.7929 0.3599 -1.8635
H 2.8216 2.9534 -0.5693
H 3.9104 1.8155 0.2192
H 0.9043 3.1702 0.4267
H 1.2969 2.3508 1.9453
H -1.1124 2.4621 1.9297
H -0.7437 0.7850 1.4537
C 0.5588 -3.3954 2.5150
C -0.9281 -3.2833 2.8865
C -1.4182 -2.0453 2.1050
O -0.3322 -1.6497 1.2590
C 0.8548 -2.0196 1.9306
H 0.7101 -4.1541 1.7496
H 1.1961 -3.6397 3.3671
H -1.0534 -3.1237 3.9589
H -1.4817 -4.1843 2.6182
H -1.6825 -1.2295 2.7823
H -2.2756 -2.2297 1.4629
H 1.0715 -1.2992 2.7360
H 1.6712 -1.9950 1.2082
F -0.0066 -7.3446 0.5026
C 0.1821 -6.1230 -0.0315
C 1.4505 -5.6823 -0.3548
F 2.5059 -6.4870 -0.1269
C 1.6327 -4.4262 -0.9019
F 2.9010 -4.0669 -1.1725
C 0.5843 -3.5375 -1.1714
S 0.8751 -1.9747 -1.8624
C -0.6808 -4.0312 -0.8225
F -1.7814 -3.2894 -1.0195
C -0.8883 -5.2803 -0.2715
F -2.1272 -5.6894 0.0411
Se -2.4100 0.5038 -3.7236
O -2.6010 -0.1601 0.1986
N -3.0966 1.1577 0.1143
C -3.7092 1.6268 1.3127
C -4.8659 2.4132 1.1962
N -5.8199 3.0736 1.1306
C -3.2703 1.2114 2.5831
N -2.9045 0.8661 3.6314
*
```

Orbital gap, eV: 4.14
Largest force on an atom, eV Å⁻¹: 0.65
ΔE to the lowest compared entry with this formula, charge and spin, kJ/mol: 224.3
E, eV: -168402.8005
LUMO level, eV: 3.666

Löwdin population analysis, charges in e, atoms 1 to 2:
1. Cd 0.87
2. C -0.38



(4)
Molecular formula: C21H24ClN3O3S
Method: DFT, ωB97M-V with the def2-TZVPD basis set

```
! wB97M-V def2-TZVPD RIJCOSX def2/J DEFGRID3
* xyz 0 1
O 2.9984 -1.9012 -0.7629
C 1.8566 -1.5075 -0.8602
C 0.7870 -1.8711 0.1781
N -0.2334 -0.8413 0.2656
C 0.2226 0.3668 0.9427
C 0.3099 0.2026 2.4643
N -0.9428 -0.2829 3.0137
S -2.1241 0.8769 3.2876
O -1.4598 2.0997 3.6245
O -3.1167 0.9033 2.2474
C -2.8684 0.1851 4.7621
C -4.1713 -0.2733 4.7403
C -4.7235 -0.8202 5.8863
C -3.9525 -0.8956 7.0382
Cl -4.6313 -1.5761 8.4674
C -2.6434 -0.4299 7.0607
C -2.1017 0.1135 5.9098
C -1.4375 -1.4748 2.3521
C -1.4980 -1.2814 0.8306
N 1.3469 -0.7522 -1.8591
C 1.9799 -0.2051 -2.9801
C 3.3102 -0.4678 -3.2896
C 3.8898 0.0953 -4.4168
C 3.1358 0.9128 -5.2330
C 1.8027 1.1754 -4.9238
C 1.2181 0.6269 -3.8045
C 1.1988 2.0970 -5.9421
C 2.1879 2.0197 -7.1161
C 3.5361 1.6364 -6.4848
H 1.3038 -2.0902 1.1219
H 0.3168 -2.7981 -0.1646
H -0.5003 1.1589 0.7228
H 1.1970 0.6523 0.5412
H 1.0968 -0.5055 2.7415
H 0.5114 1.1636 2.9362
H -4.7387 -0.1879 3.8267
H -5.7393 -1.1826 5.8911
H -2.0643 -0.4935 7.9683
H -1.0930 0.4926 5.8879
H -0.7739 -2.3056 2.6137
H -2.4328 -1.6801 2.7484
H -2.2416 -0.5085 0.6167
H -1.8022 -2.2107 0.3443
H 0.3739 -0.4945 -1.7267
H 3.8841 -1.1115 -2.6449
H 4.9235 -0.1137 -4.6495
H 0.1842 0.8293 -3.5612
H 0.1879 1.8058 -6.2273
H 1.1538 3.1117 -5.5362
H 2.2418 2.9529 -7.6745
H 1.8733 1.2313 -7.8017
H 4.1482 1.0244 -7.1473
H 4.1129 2.5288 -6.2251
*
```

SMILES: O=C(CN1CCN(S(=O)(=O)c2ccc(Cl)cc2)CC1)Nc1ccc2c(c1)CCC2
Orbital gap, eV: 8.41
Largest force on an atom, eV Å⁻¹: 1.00
ΔE to the lowest compared entry with this formula, charge and spin, kJ/mol: 216.4
E, eV: -56137.5545
LUMO level, eV: 0.298

Löwdin population analysis, charges in e, atoms 1 to 2:
1. O 0.07
2. C -0.46



(5)
Molecular formula: C21H24F3N3O2
Method: DFT, ωB97M-V with the def2-TZVPD basis set

```
! wB97M-V def2-TZVPD RIJCOSX def2/J DEFGRID3
* xyz 0 1
O -4.2998 -1.7889 0.3946
C -4.8265 -0.6851 0.4504
C -6.2981 -0.6103 0.3899
C -7.1269 -1.6367 0.0091
C -8.4468 -1.1640 0.1604
C -8.3337 0.1086 0.6310
O -7.0459 0.4543 0.7717
N -4.0899 0.4435 0.6100
C -4.5083 1.8023 0.3537
C -3.9564 2.2771 -0.9949
C -2.4362 2.1389 -1.0246
C -2.0512 0.6879 -0.7171
N -0.6251 0.4684 -0.8611
C -0.2479 -0.9194 -1.0480
C 1.1980 -0.9607 -1.5385
N 2.0690 -0.3424 -0.5629
C 3.3455 -0.7937 -0.3368
C 3.6270 -2.1698 -0.3070
C 4.8910 -2.6398 -0.0258
C 5.9336 -1.7684 0.2482
C 5.6669 -0.4086 0.2285
C 6.7617 0.5848 0.4820
F 7.8323 0.0583 1.0929
F 6.3591 1.6158 1.2496
F 7.2204 1.1413 -0.6601
C 4.4049 0.0816 -0.0672
C 1.6819 1.0255 -0.3091
C 0.2225 1.0534 0.1578
C -2.6491 0.3041 0.6525
H -6.8085 -2.5994 -0.3325
H -9.3520 -1.6962 -0.0471
H -9.0673 0.8445 0.8965
H -5.5917 1.8778 0.3662
H -4.1097 2.4352 1.1553
H -4.2454 3.3165 -1.1568
H -4.3955 1.6728 -1.7918
H -2.0432 2.4192 -2.0022
H -2.0032 2.8095 -0.2803
H -2.5328 0.0494 -1.4678
H -0.8991 -1.3701 -1.7986
H -0.3303 -1.5032 -0.1162
H 1.4999 -1.9881 -1.7280
H 1.2563 -0.4003 -2.4841
H 2.8365 -2.8822 -0.4829
H 5.0695 -3.7042 -0.0072
H 6.9219 -2.1324 0.4758
H 4.2648 1.1498 -0.1005
H 2.3007 1.4450 0.4835
H 1.7811 1.6408 -1.2152
H -0.0695 2.0899 0.3263
H 0.1560 0.5040 1.1126
H -2.4218 -0.7352 0.8934
H -2.2611 0.9607 1.4371
*
```

SMILES: O=C(c1ccco1)N1CCC[C@@H](N2CCN(c3cccc(C(F)(F)F)c3)CC2)C1
Orbital gap, eV: 8.67
Largest force on an atom, eV Å⁻¹: 1.31
ΔE to the lowest compared entry with this formula, charge and spin, kJ/mol: 169.7
E, eV: -38884.6708
LUMO level, eV: 0.716

Löwdin population analysis, charges in e, atoms 1 to 2:
1. O 0.06
2. C -0.39



- Look up the orbital gap of the second one.
  8.91 eV